9
Properties=species:S:1:pos:R:3:forces:R:3 method="wB97M-V/def2-TZVPD" spin_multiplicity=1 total_energy_ev=-110749.8613
C 0.7447 -0.1268 -0.5634 0.1512 -0.6183 -0.0264
C 0.2620 0.4030 0.7893 0.0477 0.4075 0.1314
C -0.6667 0.2031 -0.3226 -1.1249 -1.7597 0.3940
Cl 1.3106 -1.7768 -0.6369 0.0047 0.1746 -0.0035
Cl 0.6731 2.0410 1.2686 -0.0896 -0.1497 -0.0807
Cl -1.7192 1.2192 -1.1011 0.0576 0.0562 -0.0149
Br -2.1805 -2.1942 0.1709 1.2247 1.8952 -0.3402
H 1.3141 0.5122 -1.2321 -0.2260 0.1357 0.0997
H 0.2619 -0.2807 1.6272 -0.0454 -0.1413 -0.1594

***

8
Properties=species:S:1:pos:R:3:forces:R:3 method="wB97M-V/def2-TZVPD" spin_multiplicity=1 total_energy_ev=-87754.7640
O 2.2182 0.0428 -1.7222 -0.5460 0.4638 -1.0784
C 1.8188 -0.0895 -0.6318 -0.7255 -0.1424 1.1518
Br 2.9820 -0.9900 0.6291 0.4538 -0.3369 0.5950
C 0.5423 0.2625 0.1154 2.1574 0.4895 -0.0822
C -0.6680 0.0823 -0.3646 -1.6546 -0.9398 -0.8532
Cl -1.9815 0.2926 0.7188 -0.5803 0.3088 0.3655
H 0.7855 0.6322 1.1519 -0.7727 -0.5600 -1.2455
H -1.1185 -0.3352 -1.3259 1.6679 0.7170 1.1470

***

It is found that the energy relative to the best compared isomer or geometry (same formula, charge and spin) values, taken in the order of the records, are 2.315; 0.000 eV.